Entry 1:
{
  "formula": "C20H33ClN2O4",
  "method": "ωB97M-V/def2-TZVPD",
  "species": ["Cl", "O", "O", "O", "O", "N", "N", "C", "C", "C", "C", "C", "C", "C", "C", "C", "C", "C", "C", "C", "C", "C", "C", "C", "C", "C", "C", "H", "H", "H", "H", "H", "H", "H", "H", "H", "H", "H", "H", "H", "H", "H", "H", "H", "H", "H", "H", "H", "H", "H", "H", "H", "H", "H", "H", "H", "H", "H", "H", "H"],
  "positions_angstrom": [[1.218, 4.498, 0.842], [-3.085, -1.130, 2.973], [1.559, -2.273, 0.547], [3.617, 3.158, -0.293], [2.591, 0.110, -3.925], [1.056, -1.006, -1.238], [2.327, 2.530, -2.005], [-2.749, -2.372, 2.383], [1.349, 1.645, -2.604], [-0.926, 2.218, 1.328], [-1.232, -2.412, 2.154], [1.982, 2.000, 1.638], [1.809, 0.195, -2.762], [0.002, 2.194, 0.113], [2.376, -0.423, -1.466], [-0.616, -2.583, -0.412], [-1.475, -1.983, 0.693], [1.403, 2.729, 0.420], [-0.321, 1.453, 2.498], [-2.958, -2.430, 0.838], [3.488, 2.822, -2.844], [0.769, -1.985, -0.332], [2.522, 2.784, -0.668], [-3.991, -1.495, 0.240], [0.614, -0.790, -2.620], [1.054, 2.007, 2.847], [-3.194, -3.866, 0.395], [2.156, 0.960, 1.331], [-0.645, -1.753, 2.790], [3.880, 3.803, -2.591], [1.512, 1.416, 3.643], [-0.986, 1.491, 3.362], [-1.126, 3.252, 1.616], [0.431, 1.659, -2.040], [-1.883, 1.775, 1.041], [-0.390, -0.378, -2.742], [1.118, 2.014, -3.607], [-1.070, -2.394, -1.388], [-0.229, 0.395, 2.225], [-2.476, -4.555, 0.844], [3.136, -1.189, -1.660], [-3.193, -3.201, 2.946], [-0.448, 2.759, -0.705], [-0.523, -3.662, -0.279], [-3.844, -0.473, 0.590], [-4.194, -4.191, 0.693], [-4.044, -1.051, 3.004], [2.950, 2.436, 1.873], [2.746, 0.244, -0.689], [0.957, 3.028, 3.224], [0.731, -1.678, -3.250], [-0.822, -3.420, 2.219], [-3.122, -3.965, -0.691], [-3.916, -1.494, -0.851], [4.286, 2.090, -2.703], [-1.448, -0.890, 0.617], [0.112, 1.148, -0.193], [3.172, 2.797, -3.884], [2.990, -0.764, -3.980], [-5.008, -1.806, 0.495]],
  "forces_ev_per_a": [[-0.1, 0.0, -0.1], [0.0, 0.1, 0.0], [0.1, 0.0, 0.0], [0.0, 0.0, 0.0], [0.0, 0.0, 0.0], [0.0, -0.1, 0.0], [0.0, 0.0, 0.0], [0.0, -0.1, 0.0], [0.0, 0.1, 0.0], [0.0, 0.0, 0.0], [0.0, 0.0, 0.0], [0.0, 0.0, 0.0], [0.0, 0.0, 0.0], [0.0, 0.0, 0.0], [0.0, -0.1, 0.0], [0.0, 0.0, 0.0], [0.0, 0.0, 0.0], [0.0, 0.0, 0.1], [0.0, 0.0, 0.0], [0.0, 0.0, 0.0], [0.0, 0.0, 0.0], [0.0, 0.1, 0.0], [-0.1, 0.0, 0.0], [0.0, 0.0, 0.0], [0.0, 0.0, 0.0], [0.0, 0.0, 0.0], [0.0, 0.0, 0.0], [0.0, 0.0, 0.0], [0.0, 0.0, 0.0], [0.0, 0.0, 0.0], [0.0, 0.0, 0.0], [0.0, 0.0, 0.0], [0.0, 0.0, 0.0], [0.0, 0.0, 0.0], [0.0, 0.0, 0.0], [0.0, 0.0, 0.0], [0.0, 0.0, 0.0], [0.0, 0.0, 0.0], [0.0, 0.0, 0.0], [0.0, 0.0, 0.0], [0.0, 0.0, 0.0], [0.0, 0.0, 0.0], [0.0, 0.0, 0.0], [0.0, 0.0, 0.0], [0.0, 0.0, 0.0], [0.0, 0.0, 0.0], [0.0, 0.0, 0.0], [0.0, 0.0, 0.0], [0.0, 0.0, 0.0], [0.0, 0.0, 0.0], [0.0, 0.0, 0.0], [0.0, 0.0, 0.0], [0.0, 0.0, 0.0], [0.0, 0.0, 0.0], [0.0, 0.0, 0.0], [0.0, 0.0, 0.0], [0.0, 0.0, 0.0], [0.0, 0.0, 0.0], [0.0, 0.0, 0.0], [0.0, 0.0, 0.0]],
  "lowdin_charge": [0.7213, -0.0176, 0.0855, 0.0425, 0.0207, -0.0242, -0.0589, -0.3053, -0.0873, -0.1995, -0.0576, -0.1868, -0.4344, -0.2134, -0.0184, -0.0567, -0.2342, -0.6226, -0.1928, -0.4632, -0.0283, -0.4510, -0.4848, -0.0312, -0.0398, -0.1950, -0.0398, 0.1217, 0.1105, 0.0942, 0.1146, 0.1157, 0.0971, 0.0890, 0.1054, 0.1248, 0.1429, 0.1152, 0.0927, 0.0880, 0.1403, 0.1471, 0.1142, 0.1279, 0.0756, 0.0887, 0.0950, 0.1152, 0.1146, 0.0999, 0.1325, 0.1222, 0.0860, 0.0867, 0.0983, 0.1363, 0.0993, 0.0897, 0.1044, 0.0870],
  "smiles": "CN(CC1(O)CN(C(=O)C[C@@H]2C[C@@H](O)C2(C)C)C1)C(=O)C1(Cl)CCCCC1",
  "e_tot_ev": -44968.181,
  "de_lowest_kj_mol": 30.60,
  "e_lumo_ev": 0.4,
  "spin_multiplicity": 1
}

=====

Entry 2:
{
  "formula": "C6H11NO",
  "method": "ωB97M-V/def2-TZVPD",
  "species": ["O", "N", "C", "C", "C", "C", "C", "C", "H", "H", "H", "H", "H", "H", "H", "H", "H", "H", "H"],
  "positions_angstrom": [[0.840, -0.279, 1.487], [-1.444, 0.819, 0.536], [-0.806, -0.167, -0.399], [0.982, 1.287, -0.149], [0.625, -0.225, 0.039], [-0.372, 1.966, 0.506], [0.731, -1.590, -0.686], [-0.795, -1.677, -0.592], [1.972, 1.541, 0.273], [-1.488, 0.397, 1.435], [-0.268, 2.382, 1.526], [-1.431, -2.137, -1.341], [0.814, -1.133, 1.837], [0.904, 1.597, -1.206], [-0.813, 2.793, -0.077], [0.969, -1.461, -1.773], [-1.050, -2.102, 0.358], [-0.791, 0.365, -1.414], [1.422, -2.376, -0.360]],
  "forces_ev_per_a": [[-0.3, 1.4, -1.5], [0.5, 0.6, -2.0], [-0.6, 2.2, -0.3], [-0.5, 0.2, -0.4], [1.1, 2.0, 0.9], [-0.4, -1.6, 0.4], [0.9, 0.4, -2.2], [-1.0, -0.3, 1.1], [-0.8, 0.2, 0.0], [0.3, -0.2, 0.9], [0.3, -0.6, -0.4], [0.3, 0.0, -0.3], [-0.2, -2.3, 0.6], [0.6, -0.4, 0.4], [0.5, -0.6, -0.2], [0.1, 0.2, 0.8], [-0.3, -0.6, 0.6], [-0.2, -1.0, 1.2], [-0.4, 0.2, 0.4]],
  "lowdin_charge": [-0.0019, -0.0062, -0.3110, -0.0707, -0.4383, -0.1181, -0.0754, -0.1139, 0.1066, 0.0677, 0.1002, 0.1068, 0.0600, 0.0990, 0.0931, 0.1245, 0.1004, 0.1659, 0.1114],
  "smiles": "O[C@]12CCN[C@@H]1CC2",
  "e_tot_ev": -9935.225,
  "de_lowest_kj_mol": 311.57,
  "e_lumo_ev": 0.9,
  "spin_multiplicity": 1
}